1.
The molecule C4H6IN in a non-equilibrium geometry, computed with wB97M-V/def2-TZVPD.

The multiplicity is 3. Its net charge is 0. The calculation puts the LUMO energy (spin up / spin down) at 0.79 / -2.11 eV. For the gap between HOMO and LUMO (spin up / spin down), the calculation gives 0.265 / 0.236 Eh. The calculation puts the HOMO energy (spin up / spin down) at -6.423 / -8.533 eV. As for the energy above the lowest of the compared OMol25 structures with the same formula, charge and spin: 66.05 kJ/mol.

Positions of all 12 atoms, in Å:
C: -0.11 1.93 0.11
C: 0.08 0.68 -0.19
C: -1.34 1.11 -0.08
C: 0.39 -1.76 0.00
N: 0.83 -0.42 -0.24
I: 2.97 -0.12 0.05
H: 0.26 2.82 0.48
H: -1.84 0.86 0.86
H: -2.04 1.18 -1.06
H: 1.16 -2.56 0.06
H: -0.19 -1.74 0.84
H: -0.18 -1.97 -0.83



2.
The ion C3H7O2 with charge -1 in a non-equilibrium geometry, computed with wB97M-V/def2-TZVPD.

The multiplicity is 1. Its net charge is -1. The calculation puts the LUMO energy at 4.63 eV. For the gap between HOMO and LUMO, the calculation gives 0.287 Eh. The calculation puts the HOMO energy at -3.174 eV. As for the energy above the lowest of the compared OMol25 structures with the same formula, charge and spin: 272.46 kJ/mol. The SMILES is CO[C@@H](C)[O-].

Positions of all 12 atoms, in Å:
C: -0.69 1.17 -0.89
O: 0.05 1.16 0.22
C: 0.97 -0.33 0.07
C: 0.05 -1.15 1.04
O: 1.16 -0.78 -1.14
H: -1.40 2.16 -0.98
H: -1.37 0.33 -0.85
H: -0.12 0.96 -1.84
H: 1.90 0.09 0.49
H: 0.32 -2.17 0.97
H: 0.24 -0.57 2.02
H: -1.09 -0.88 0.90



3.
A cluster of 10 separate species, C15H21BCl27IO2 in total, computed with wB97M-V/def2-TZVPD.

The multiplicity is 1. Its net charge is 0. The calculation puts the LUMO energy at 0.17 eV. For the gap between HOMO and LUMO, the calculation gives 0.352 Eh. The calculation puts the HOMO energy at -9.412 eV. The SMILES is O=COCCBCCCI.ClC(Cl)Cl.ClC(Cl)Cl.ClC(Cl)Cl.ClC(Cl)Cl.ClC(Cl)Cl.ClC(Cl)Cl.ClC(Cl)Cl.ClC(Cl)Cl.ClC(Cl)Cl.

Positions of all 67 atoms, in Å:
O: 2.21 1.41 2.80
C: 1.89 2.46 2.32
O: 2.24 2.84 1.06
C: 1.41 2.25 0.03
C: 0.47 3.27 -0.61
B: -0.24 4.24 0.42
C: -1.44 3.83 1.35
C: -2.66 3.26 0.60
C: -2.53 1.80 0.20
I: -2.34 0.48 1.89
H: 1.30 3.21 2.88
H: 0.85 1.38 0.40
H: 2.08 1.89 -0.73
H: -0.23 2.72 -1.24
H: 1.06 3.88 -1.30
H: 0.19 5.35 0.52
H: -1.12 3.10 2.10
H: -1.77 4.70 1.91
H: -2.84 3.83 -0.32
H: -3.55 3.39 1.21
H: -1.66 1.61 -0.42
H: -3.40 1.45 -0.35
Cl: 0.74 0.02 -2.42
C: 2.02 -1.14 -2.07
Cl: 2.12 -2.36 -3.35
Cl: 3.58 -0.33 -1.87
H: 1.78 -1.65 -1.15
Cl: 2.25 -2.24 4.28
C: 3.32 -1.00 4.93
Cl: 2.86 -0.58 6.58
Cl: 5.00 -1.55 4.87
H: 3.23 -0.12 4.32
Cl: -0.85 -2.04 -4.99
C: -2.19 -0.94 -5.30
Cl: -3.71 -1.62 -4.71
Cl: -1.90 0.64 -4.58
H: -2.28 -0.81 -6.38
Cl: -5.09 -2.50 1.14
C: -5.88 -1.47 -0.05
Cl: -5.94 0.21 0.50
Cl: -5.07 -1.58 -1.61
H: -6.90 -1.82 -0.17
Cl: 10.60 -1.36 4.88
C: 8.91 -1.31 4.40
Cl: 8.75 -1.13 2.65
Cl: 8.05 -2.75 4.97
H: 8.45 -0.45 4.87
Cl: -0.10 -5.06 -6.27
C: -1.43 -5.47 -7.36
Cl: -2.51 -4.10 -7.58
Cl: -0.78 -6.05 -8.90
H: -1.99 -6.28 -6.91
Cl: -1.47 8.29 1.81
C: -0.82 7.99 3.42
Cl: -1.93 8.55 4.67
Cl: -0.46 6.27 3.63
H: 0.11 8.54 3.52
Cl: 4.61 -3.66 10.24
C: 3.13 -2.73 10.00
Cl: 1.71 -3.66 10.51
Cl: 3.21 -1.19 10.86
H: 3.03 -2.52 8.94
Cl: -3.63 -6.21 -10.30
C: -5.26 -6.18 -10.97
Cl: -5.21 -6.22 -12.74
Cl: -6.22 -7.52 -10.34
H: -5.74 -5.26 -10.67



4.
A structure of composition C4H7N3O2 in a non-equilibrium geometry, computed with wB97M-V/def2-TZVPD.

The multiplicity is 1. Its net charge is 0. The calculation puts the LUMO energy at 0.32 eV. For the gap between HOMO and LUMO, the calculation gives 0.301 Eh. The calculation puts the HOMO energy at -7.877 eV. As for the energy above the lowest of the compared OMol25 structures with the same formula, charge and spin: 638.87 kJ/mol.

Positions of all 16 atoms, in Å:
C: -1.59 0.11 -2.38
C: 0.39 0.11 -0.85
C: 1.22 -0.38 1.15
C: -0.20 -0.41 1.22
H: -2.14 0.73 -3.26
H: -2.45 -0.02 -1.55
H: -1.12 -0.95 -2.89
H: 0.51 0.71 -2.60
H: 2.72 -0.73 2.71
H: 1.98 1.01 2.83
H: -0.65 -0.17 3.09
N: -0.20 0.89 -1.90
N: 1.56 0.07 -0.19
N: 1.80 -0.02 2.40
O: -1.06 -0.87 2.17
O: -0.80 -0.07 0.03



5.
The molecule C14H20ClN3O4S2 in a non-equilibrium geometry, computed with wB97M-V/def2-TZVPD.

The multiplicity is 1. Its net charge is 0. The calculation puts the LUMO energy at 0.24 eV. For the gap between HOMO and LUMO, the calculation gives 0.338 Eh. The calculation puts the HOMO energy at -8.955 eV. The SMILES is O=C(CN1CCN(S(=O)(=O)c2ccc(Cl)s2)CC1)N1CCOCC1.

Positions of all 44 atoms, in Å:
O: -3.40 -0.97 1.86
C: -3.02 -0.77 0.72
C: -2.12 -1.77 0.00
N: -0.87 -1.16 -0.42
C: -0.12 -0.64 0.72
C: 1.10 0.13 0.21
N: 1.92 -0.68 -0.67
S: 2.98 -1.71 0.13
O: 2.47 -2.18 1.38
O: 3.47 -2.66 -0.82
C: 4.27 -0.55 0.50
C: 4.71 -0.15 1.72
C: 5.76 0.78 1.65
C: 6.10 1.07 0.36
Cl: 7.31 2.15 -0.15
S: 5.13 0.19 -0.79
C: 1.16 -1.29 -1.74
C: -0.04 -2.07 -1.19
N: -3.41 0.32 0.02
C: -2.99 0.67 -1.32
C: -2.81 2.20 -1.41
O: -2.35 2.70 -0.18
C: -3.33 2.61 0.84
C: -4.19 1.35 0.68
H: -2.64 -2.14 -0.89
H: -1.96 -2.61 0.69
H: -0.76 0.04 1.28
H: 0.22 -1.45 1.38
H: 1.73 0.44 1.05
H: 0.78 1.01 -0.35
H: 4.28 -0.53 2.63
H: 6.24 1.22 2.51
H: 1.83 -1.96 -2.28
H: 0.82 -0.49 -2.40
H: -0.63 -2.47 -2.02
H: 0.33 -2.90 -0.58
H: -3.75 0.34 -2.05
H: -2.04 0.17 -1.53
H: -2.06 2.45 -2.15
H: -3.76 2.69 -1.69
H: -2.77 2.58 1.78
H: -3.97 3.50 0.83
H: -5.08 1.56 0.07
H: -4.51 0.97 1.65



6.
A cluster of 2 separate species, C12H16NO4S in total in a non-equilibrium geometry, computed with wB97M-V/def2-TZVPD.

The multiplicity is 1. Its net charge is +1. The calculation puts the LUMO energy at -4.80 eV. For the gap between HOMO and LUMO, the calculation gives 0.225 Eh. The calculation puts the HOMO energy at -10.906 eV.

Positions of all 34 atoms, in Å:
C: 1.01 2.11 -0.10
C: 0.13 1.48 -0.94
C: -1.34 1.32 -0.64
C: -1.71 0.50 0.39
N: -3.00 0.33 0.64
C: -3.96 0.92 -0.08
C: -3.65 1.77 -1.10
C: -2.30 1.98 -1.40
C: -1.94 2.90 -2.54
O: -2.58 3.04 -3.53
O: -0.76 3.66 -2.34
S: -1.02 4.73 -1.04
H: 1.18 3.19 -0.19
H: 1.55 1.51 0.64
H: 0.47 1.06 -1.93
H: -0.92 0.03 0.97
H: -3.27 -0.30 1.40
H: -5.01 0.75 0.13
H: -4.43 2.25 -1.70
H: -1.14 3.95 0.07
O: 0.44 -1.03 2.17
C: 1.37 -1.68 1.76
O: 1.67 -1.64 0.46
C: 2.86 -2.23 -0.11
C: 2.67 -3.70 -0.39
C: 2.15 -2.59 2.68
H: 3.72 -2.03 0.52
H: 3.03 -1.70 -1.04
H: 2.47 -4.27 0.52
H: 3.55 -4.12 -0.88
H: 1.81 -3.86 -1.05
H: 1.60 -3.53 2.79
H: 2.23 -2.11 3.65
H: 3.16 -2.80 2.35



7.
A cluster of 2 separate species, C4H5N3O3 in total in a non-equilibrium geometry, computed with wB97M-V/def2-TZVPD.

The multiplicity is 1. Its net charge is +2. The calculation puts the LUMO energy at -9.60 eV. For the gap between HOMO and LUMO, the calculation gives 0.324 Eh. The calculation puts the HOMO energy at -18.417 eV. As for the energy above the lowest of the compared OMol25 structures with the same formula, charge and spin: 0.00 kJ/mol.

Positions of all 15 atoms, in Å:
C: 0.04 0.16 -2.48
C: -0.88 -0.33 -0.44
C: 1.40 0.05 -1.91
C: 0.70 -1.30 4.75
N: 1.37 -0.85 3.75
N: -1.00 -0.15 -1.80
N: 0.26 -0.18 0.15
O: 0.00 -1.82 5.46
O: 2.40 0.00 -2.51
O: 1.41 -0.01 -0.43
H: 0.09 0.50 -3.52
H: -1.77 -0.49 0.06
H: 1.70 0.16 3.82
H: -2.05 -0.18 -2.24
H: 2.17 -1.46 3.67



8.
A cluster of 4 separate species, C16H41O15PS4 in total in a non-equilibrium geometry, computed with wB97M-V/def2-TZVPD.

The multiplicity is 1. Its net charge is 0. The calculation puts the LUMO energy at 0.41 eV. For the gap between HOMO and LUMO, the calculation gives 0.390 Eh. The calculation puts the HOMO energy at -10.205 eV.

Positions of all 77 atoms, in Å:
C: 1.11 -5.61 1.65
C: -0.28 -6.22 1.64
O: -1.22 -5.22 2.10
P: -2.69 -5.48 1.61
O: -3.11 -6.85 1.82
C: -2.85 -5.09 -0.17
C: -2.33 -3.69 -0.50
O: -0.89 -3.71 -0.46
S: -0.18 -2.27 -0.20
O: -1.17 -1.24 -0.35
O: 0.08 -2.42 1.40
C: 0.48 -1.17 1.97
O: -3.49 -4.42 2.44
C: -4.92 -4.38 2.16
C: -5.31 -2.96 1.76
H: 1.11 -4.79 2.36
H: 1.41 -5.23 0.69
H: 1.82 -6.35 2.01
H: -0.53 -6.52 0.62
H: -0.32 -7.08 2.28
H: -2.32 -5.86 -0.72
H: -3.91 -5.10 -0.37
H: -2.75 -3.00 0.21
H: -2.63 -3.46 -1.52
H: 1.21 -0.65 1.35
H: -0.39 -0.53 2.14
H: 0.91 -1.39 2.93
H: -5.15 -5.10 1.38
H: -5.44 -4.66 3.06
H: -4.43 -2.34 1.85
H: -5.63 -2.89 0.73
H: -6.05 -2.57 2.44
O: -4.14 2.31 1.22
S: -2.72 2.39 1.39
O: -2.12 1.98 2.62
O: -2.25 3.89 1.06
C: -2.87 4.98 1.77
C: -2.41 5.09 3.21
C: -1.90 1.60 0.06
H: -3.96 4.89 1.70
H: -2.59 5.88 1.22
H: -2.73 4.22 3.79
H: -2.83 5.98 3.67
H: -1.33 5.13 3.26
H: -2.33 1.94 -0.88
H: -2.04 0.53 0.18
H: -0.84 1.84 0.11
O: 1.08 3.13 -1.83
S: 0.73 4.51 -1.62
O: -0.32 5.10 -2.38
O: 2.05 5.39 -1.77
C: 2.81 5.26 -2.99
C: 2.15 5.94 -4.18
C: 0.45 4.79 0.08
H: 3.01 4.21 -3.20
H: 3.77 5.73 -2.79
H: 1.21 5.45 -4.44
H: 2.81 5.90 -5.04
H: 1.92 6.98 -3.94
H: 1.26 4.35 0.65
H: -0.50 4.29 0.32
H: 0.37 5.86 0.26
O: 6.38 1.33 -1.50
S: 6.08 0.07 -2.10
O: 5.99 -0.06 -3.52
O: 4.75 -0.50 -1.43
C: 3.57 0.33 -1.47
C: 2.93 0.41 -2.84
C: 7.18 -1.16 -1.48
H: 3.82 1.33 -1.09
H: 2.88 -0.12 -0.76
H: 3.58 0.91 -3.55
H: 2.00 0.97 -2.78
H: 2.73 -0.59 -3.22
H: 7.23 -1.08 -0.39
H: 8.15 -0.96 -1.92
H: 6.82 -2.14 -1.78